Computed, not measured: C9H7N7OS2 in the gas phase in a non-equilibrium geometry, with wB97M-V/def2-TZVPD.

Each line ends with the natural charge from an NBO analysis.
Positions of all 26 atoms, in Å:
C (-0.67, 5.22, -1.21)  -0.713
C (-0.65, 3.67, -1.10)  0.690
O (0.35, 3.11, -1.44)  -0.582
N (-1.81, 3.03, -0.69)  -0.628
C (-1.96, 1.68, -0.53)  0.171
N (-3.21, 1.23, -0.47)  -0.285
N (-3.18, -0.11, -0.20)  -0.260
C (-1.98, -0.59, -0.06)  -0.183
S (-1.74, -2.27, 0.41)  0.384
C (-0.07, -2.57, 0.03)  0.067
N (0.42, -2.42, -1.21)  -0.456
C (1.73, -2.62, -1.40)  0.252
N (2.59, -2.94, -0.44)  -0.457
C (2.06, -3.16, 0.77)  0.336
N (2.68, -3.46, 1.93)  -0.539
C (1.75, -3.32, 2.95)  0.221
N (0.55, -3.05, 2.47)  -0.423
C (0.75, -2.95, 1.08)  -0.020
S (-0.70, 0.56, -0.18)  0.453
H (0.35, 5.60, -1.40)  0.249
H (-1.08, 5.65, -0.29)  0.223
H (-1.33, 5.54, -2.03)  0.233
H (-2.65, 3.58, -0.66)  0.424
H (2.18, -2.44, -2.38)  0.196
H (3.67, -3.60, 2.03)  0.429
H (1.96, -3.38, 4.01)  0.218

Results
Energy above the lowest of the compared OMol25 structures with the same formula, charge and spin in kJ/mol: 2.9
Energy in hartree: -1602.08692
Highest occupied orbital energy in eV: -8.4353
Charge: 0